Formula: C27H72BO21
Source: the OMol25 dataset
Level of theory: the ωB97M-V functional and the def2-TZVPD basis

- energy (Eh) = -2676.9552
- E_HOMO (eV) = -7.592
- multiplicity = 1
- gap between HOMO and LUMO (eV) = 9.40
- strongest force on any atom (hartree/bohr) = 0.0786
- relative energy (zero: lowest compared OMol25 entry of this formula, charge and spin) (kJ/mol) = 279.50
- charge = -1

Geometry as XYZ:
```
121
Properties=species:S:1:pos:R:3:forces:R:3:lowdin_charge:R:1
O 0.780 2.739 1.206 0.2238 -3.1664 -1.4844 0.11
C 0.844 1.595 0.724 -0.5529 3.4570 0.6899 -0.32
O 0.451 1.207 -0.489 -0.2971 0.6454 0.9569 0.23
B 0.546 -0.256 -0.554 0.9665 0.4388 -1.3552 -0.93
O 1.344 -0.629 0.587 0.3062 -0.8069 0.5143 0.25
C 1.340 0.354 1.439 0.1951 -0.3863 4.0160 -0.33
O 1.544 0.262 2.666 -0.1009 0.5478 -3.4038 0.10
O 1.197 -0.582 -1.858 -0.9564 -0.8324 -0.5652 0.21
C 0.323 -1.325 -2.554 0.5703 -1.6591 -1.6623 -0.34
O 0.449 -1.919 -3.619 0.4170 1.7339 1.9376 0.12
C -0.923 -1.515 -1.699 -3.0974 -1.8579 -1.4764 -0.34
O -0.724 -0.967 -0.549 -0.2715 0.6114 0.9982 0.27
O -1.948 -2.129 -2.043 2.6940 1.5530 0.8141 0.10
C 4.393 -0.158 -0.753 -1.4741 0.5462 -0.2051 -0.17
O 5.571 -0.847 -1.073 0.4828 -0.0349 0.4892 -0.10
H 3.713 -0.587 -0.017 0.3398 -1.0598 0.0344 0.07
H 4.526 0.821 -0.291 0.9370 0.2244 -0.4393 0.08
H 3.794 -0.040 -1.655 -0.1406 0.3181 -0.0010 0.07
H 5.376 -1.445 -1.798 -0.0343 0.0108 0.0952 0.08
C 1.391 -1.175 -6.915 -0.3213 -0.9821 0.6222 -0.16
O 2.010 -1.311 -8.168 0.6266 0.8434 -0.9182 -0.12
H 1.483 -0.156 -6.538 0.0955 0.0204 -0.4066 0.07
H 0.340 -1.461 -6.947 -0.1591 0.1946 -0.0937 0.06
H 1.845 -1.838 -6.177 0.1565 -0.0021 0.1866 0.07
H 1.993 -2.189 -8.555 -0.3154 -0.0818 0.5721 0.07
C -2.229 3.274 -0.430 0.0709 -0.5451 -0.1591 -0.14
O -3.297 4.214 -0.672 0.9034 -0.3192 0.4096 -0.12
H -1.422 3.276 -1.162 -0.1977 0.4577 -0.4646 0.06
H -1.701 3.420 0.512 -0.5084 0.5761 0.1680 0.05
H -2.563 2.237 -0.406 -0.4053 -0.0312 0.0126 0.08
H -3.990 3.787 -1.182 0.1526 -0.1566 0.0044 0.07
C -0.419 1.490 6.364 -0.0867 -0.9584 -0.0428 -0.07
C 0.948 1.698 5.727 -0.8466 0.1723 -1.6539 -0.34
O 1.604 2.766 6.295 1.2303 0.4593 1.5966 -0.08
H -1.005 2.402 6.476 0.3863 0.1966 0.1918 0.07
H -0.269 0.976 7.314 -0.1652 0.3808 0.3349 0.07
H -1.071 0.818 5.806 0.1861 -0.1912 -0.3743 0.06
H 0.879 1.964 4.672 -0.5844 -0.4109 -0.4386 0.10
H 1.576 0.808 5.709 -0.0996 -0.1671 0.5378 0.09
H 1.438 3.560 5.783 -0.0468 0.4864 0.0194 0.02
C -0.368 -2.571 3.049 0.8142 0.1099 0.3596 -0.07
C 0.987 -2.938 3.716 -0.2610 1.2541 -0.0830 -0.25
O 1.526 -1.824 4.497 -0.2899 -1.7694 0.3820 -0.11
H -0.325 -1.729 2.359 0.4209 -0.1757 -0.1759 0.05
H -1.057 -2.224 3.819 -0.1198 -0.3960 0.1570 0.08
H -0.759 -3.436 2.514 -0.1389 0.0133 0.0748 0.06
H 1.753 -3.302 3.031 -0.0662 0.3147 -0.5174 0.11
H 0.823 -3.803 4.359 -0.0347 0.3686 0.5607 0.10
H 1.627 -1.041 3.950 -0.2027 0.0948 -0.6982 0.01
C 4.372 -0.031 6.154 0.6266 0.7952 0.7764 -0.10
C 4.609 -0.367 4.716 -0.5258 -0.3684 0.3170 -0.32
O 4.642 -1.785 4.565 0.5632 0.1828 -0.4183 -0.08
H 3.381 -0.367 6.457 0.1377 0.0559 0.2448 0.07
H 4.499 1.038 6.325 -0.6392 0.3314 -0.1896 0.07
H 5.155 -0.406 6.814 -0.1085 -0.7170 -0.0584 0.07
H 5.531 0.089 4.357 0.0350 -0.3078 -0.2016 0.11
H 3.753 0.031 4.171 0.1628 0.2102 -0.4771 0.09
H 3.724 -2.062 4.606 -0.3917 -0.1774 0.0349 0.04
C -1.220 4.940 3.341 -0.2394 1.0936 -0.9073 -0.03
C -0.560 6.213 2.667 -0.3004 -2.1821 0.0037 -0.27
O 0.094 6.896 3.694 0.1725 1.1807 0.5761 -0.10
H -0.653 4.587 4.203 0.2393 0.2375 -0.1257 0.06
H -1.294 4.101 2.649 -0.0060 0.1715 -0.0924 0.05
H -2.218 5.193 3.697 -0.0266 -0.0444 0.0038 0.07
H -1.203 6.920 2.142 -0.6601 -0.4427 0.0661 0.11
H 0.185 5.889 1.941 0.0493 -0.2644 -0.2188 0.10
H 0.341 7.736 3.300 0.3477 0.2447 0.4555 0.10
C -0.409 -5.265 -2.357 -0.2090 -0.1802 -1.1183 -0.07
C -0.887 -6.720 -2.400 0.5205 0.4894 1.1523 -0.34
O -1.078 -7.169 -3.712 -0.0113 -0.1681 -1.0296 -0.08
H 0.491 -5.297 -2.971 0.3155 0.3772 0.2235 0.08
H -0.201 -4.831 -1.379 -0.0100 -0.4030 0.1049 0.08
H -1.070 -4.580 -2.887 -0.2294 -0.0980 0.1310 0.04
H -1.800 -6.927 -1.841 -0.0033 0.2030 0.2911 0.10
H -0.054 -7.291 -1.989 -0.1709 -0.2432 0.5380 0.10
H -0.545 -7.962 -3.804 -0.1641 0.0558 -0.2803 0.08
C -4.903 -4.820 -4.658 0.8026 -1.1681 0.8511 -0.07
C -3.869 -4.412 -3.577 -0.2094 0.6449 -1.0815 -0.33
O -4.334 -3.323 -2.835 -0.8513 0.7884 0.0244 -0.09
H -4.416 -5.581 -5.267 -0.0138 -0.5165 0.1871 0.06
H -5.199 -4.118 -5.437 -0.0504 0.7211 0.7519 0.07
H -5.737 -5.280 -4.128 -0.3734 0.1600 -0.4476 0.07
H -2.968 -4.159 -4.137 0.4150 0.1219 0.1914 0.09
H -3.620 -5.163 -2.826 -0.0920 -0.8553 -0.6049 0.11
H -3.586 -2.844 -2.470 0.2580 0.0864 0.0853 0.02
C 0.949 3.392 -3.947 -0.1813 -0.2763 0.2058 -0.07
C 1.748 2.134 -4.282 1.0979 1.1496 0.7129 -0.32
O 2.152 2.128 -5.623 -0.4603 -0.8244 -1.3535 -0.09
H 0.995 3.549 -2.870 -0.3618 0.0488 0.0668 0.07
H -0.081 3.359 -4.305 -0.1040 -0.2609 0.2071 0.07
H 1.356 4.287 -4.418 0.4341 -0.0911 -0.0473 0.07
H 1.295 1.193 -3.970 -0.4092 0.0731 -0.5827 0.10
H 2.684 2.150 -3.723 0.0195 0.1041 0.6524 0.11
H 2.758 2.854 -5.789 -0.0635 0.0184 0.1889 0.08
C -3.957 -2.653 1.919 -0.9821 -0.7786 0.3720 -0.08
C -4.207 -1.744 0.694 2.1499 -0.1343 1.1092 -0.28
O -5.009 -0.617 1.021 -0.7505 -0.4125 -0.4326 -0.08
H -3.009 -3.171 2.061 0.3892 0.4982 -0.7071 0.04
H -4.658 -3.487 1.952 -0.4084 0.0585 -0.0393 0.06
H -4.119 -2.124 2.858 -0.0124 0.3183 -0.0105 0.07
H -4.545 -2.324 -0.164 -0.6061 0.4398 0.1254 0.11
H -3.217 -1.365 0.440 0.1009 0.0376 -0.4608 0.08
H -4.634 -0.221 1.811 0.0622 0.0019 0.0055 0.07
C -1.955 -0.624 -5.481 0.1576 -0.1363 0.3606 -0.08
C -3.367 -1.107 -5.772 -0.1113 -0.0553 1.0886 -0.32
O -3.544 -1.587 -7.092 -0.1061 0.2115 -0.0255 -0.07
H -1.889 -0.108 -4.523 -0.2849 0.0955 0.1258 0.07
H -1.496 0.036 -6.217 -0.3004 -0.0643 -0.2446 0.08
H -1.321 -1.497 -5.331 0.1876 0.0035 -0.2385 0.05
H -4.152 -0.407 -5.487 0.0920 0.5628 -0.8372 0.11
H -3.600 -1.889 -5.049 0.2091 -0.4737 0.0518 0.09
H -2.908 -2.301 -7.182 0.0288 -0.1213 -0.2086 0.08
C 3.321 5.979 3.480 0.8289 0.8232 -0.4850 -0.08
C 2.609 4.813 4.037 -0.5210 -0.7418 -0.4624 -0.33
O 1.707 5.189 5.024 -0.3631 -0.0349 1.6350 -0.09
H 4.002 6.408 4.216 0.0958 0.0741 -0.0625 0.08
H 2.618 6.756 3.178 -0.0445 0.0040 0.0075 0.06
H 3.870 5.685 2.585 0.2321 0.0515 0.0155 0.08
H 3.280 4.088 4.497 0.0256 -0.1248 -0.2653 0.13
H 2.006 4.361 3.249 0.3697 -0.5985 -0.3618 0.11
H 1.027 5.722 4.606 -0.1710 0.5007 0.0185 0.03
```
Positions in Å, forces in eV/Å.

Formula: C4H4O4
Source: the OMol25 dataset
Level of theory: the ωB97M-V functional and the def2-TZVPD basis

- energy (Eh) = -455.7415
- E_HOMO (eV) = -10.693
- multiplicity = 1
- SMILES string = C=C(C(=O)O)C(=O)O
- gap between HOMO and LUMO (eV) = 9.95
- strongest force on any atom (hartree/bohr) = 0.1393
- relative energy (zero: lowest compared OMol25 entry of this formula, charge and spin) (kJ/mol) = 187.89

Geometry as XYZ:
```
12
Properties=species:S:1:pos:R:3:forces:R:3:lowdin_charge:R:1
C -1.141 -0.610 0.131 -3.8483 -2.3490 2.0797 -0.44
C 0.131 -0.122 -0.321 1.1687 -5.9910 -3.7474 -0.15
C 0.861 -1.006 -1.113 2.5135 3.8967 2.2611 0.22
C 0.765 1.061 0.000 -0.7241 4.0345 -1.1394 -0.48
H -2.059 -0.850 1.783 1.5523 1.7863 -0.9771 0.18
H 0.564 -1.951 -1.326 -1.4527 -2.5508 -0.8164 0.05
H 2.010 -0.816 -1.313 -2.7566 -0.0168 0.2618 0.14
H 0.543 2.635 0.967 -0.9722 -0.3914 -0.0260 0.14
O -1.345 -0.195 1.427 -1.6349 -2.0444 0.2964 0.06
O -1.958 -1.428 -0.339 2.7103 2.1757 0.1671 0.07
O -0.044 1.847 0.827 3.3748 0.5803 -0.5211 0.09
O 1.672 1.435 -0.722 0.0691 0.8699 2.1612 0.10
```
Positions in Å, forces in eV/Å.

Formula: C2O2S2
Source: the OMol25 dataset
Level of theory: the ωB97M-V functional and the def2-TZVPD basis

- energy (Eh) = -1022.9244
- E_HOMO (alpha / beta) (eV) = -6.151 / -10.802
- multiplicity = 3
- gap between HOMO and LUMO (alpha / beta) (eV) = 6.61 / 6.88
- expectation value of S² = 2.0052
- strongest force on any atom (hartree/bohr) = 0.0964
- relative energy (zero: lowest compared OMol25 entry of this formula, charge and spin) (kJ/mol) = 105.97

Geometry as XYZ:
```
6
Properties=species:S:1:pos:R:3:forces:R:3:lowdin_charge:R:1
C -1.857 -0.596 -0.081 1.5739 -3.2182 -1.5003 -0.86
C 1.838 0.512 -0.035 0.4592 4.9327 0.1359 -0.98
O -2.503 -1.346 0.522 -2.8363 -1.1684 2.4997 0.06
O 1.893 1.680 -0.157 -0.1290 -1.7774 -0.4656 0.06
S 1.793 -0.934 0.374 -0.1350 -3.1849 0.3397 0.85
S -1.163 0.684 -0.624 1.0672 4.4163 -1.0094 0.87
```
Positions in Å, forces in eV/Å.